Molecular formula: C46H56N4O4
Method: DFT, the ωB97M-V functional and the def2-TZVPD basis

Summary:
- Lowest unoccupied orbital energy: -2.315 eV
- Kohn-Sham gap: 3.84 eV
- Total energy: -62752.812 eV
- SMILES: CC(C)(C)c1cccc(C(C)(C)C)c1N1C=CN(c2c(C(C)(C)C)cccc2C(C)(C)C)C1=Cc1ccccc1.O=[N+]([O-])/C=C/c1ccc([N+](=O)[O-])cc1

Structure (ORCA input):
```
! wB97M-V def2-TZVPD RIJCOSX def2/J DEFGRID3
* xyz 0 1
C -0.369 1.893 -3.731
C -1.394 2.343 -2.702
C -0.774 3.489 -1.894
C -2.625 2.869 -3.452
C -1.877 1.244 -1.720
C -2.710 1.678 -0.680
C -3.091 0.800 0.321
C -2.822 -0.563 0.188
C -2.271 -1.087 -0.988
C -2.564 -2.575 -1.367
C -1.399 -3.544 -1.197
C -3.096 -2.651 -2.799
C -3.669 -3.140 -0.460
C -1.536 -0.132 -1.772
N -0.222 -0.467 -2.185
C 0.162 -1.531 -2.981
C 1.451 -1.808 -2.730
N 1.911 -0.915 -1.765
C 3.178 -1.043 -1.101
C 3.251 -1.363 0.285
C 2.166 -2.075 1.161
C 2.439 -1.773 2.637
C 2.328 -3.580 0.908
C 0.719 -1.689 0.936
C 4.512 -1.256 0.901
C 5.679 -1.271 0.150
C 5.582 -1.246 -1.227
C 4.365 -0.937 -1.857
C 4.557 -0.493 -3.333
C 5.713 0.521 -3.383
C 3.382 0.185 -4.013
C 4.950 -1.721 -4.166
C 0.901 -0.012 -1.491
C 0.845 0.923 -0.469
C 2.036 1.540 0.078
C 3.052 2.011 -0.793
C 4.310 2.302 -0.287
C 4.528 2.281 1.096
C 3.476 2.001 1.980
C 2.223 1.669 1.479
H -0.730 1.066 -4.349
H -0.136 2.745 -4.387
H 0.569 1.609 -3.243
H -1.499 3.944 -1.212
H 0.064 3.108 -1.298
H -0.395 4.267 -2.569
H -3.387 3.237 -2.758
H -2.341 3.687 -4.127
H -3.070 2.064 -4.048
H -3.027 2.728 -0.627
H -3.640 1.160 1.189
H -3.136 -1.232 0.995
H -0.971 -3.494 -0.191
H -1.794 -4.561 -1.333
H -0.609 -3.423 -1.941
H -4.075 -2.161 -2.847
H -2.442 -2.163 -3.527
H -3.220 -3.704 -3.082
H -4.561 -2.506 -0.455
H -3.961 -4.135 -0.822
H -3.321 -3.264 0.570
H -0.514 -1.983 -3.686
H 2.102 -2.558 -3.152
H 2.492 -0.687 2.791
H 1.629 -2.165 3.261
H 3.364 -2.248 2.981
H 2.141 -3.824 -0.145
H 3.355 -3.890 1.136
H 1.639 -4.157 1.539
H 0.381 -1.849 -0.089
H 0.073 -2.311 1.580
H 0.529 -0.649 1.225
H 4.630 -1.229 1.984
H 6.647 -1.315 0.648
H 6.488 -1.396 -1.817
H 6.674 0.073 -3.109
H 5.817 0.922 -4.399
H 5.517 1.349 -2.690
H 2.607 -0.523 -4.317
H 2.966 0.987 -3.397
H 3.761 0.646 -4.937
H 4.148 -2.470 -4.154
H 5.127 -1.420 -5.208
H 5.858 -2.199 -3.781
H -0.124 1.092 -0.008
H 2.795 2.144 -1.844
H 5.122 2.545 -0.973
H 5.520 2.502 1.484
H 3.641 2.032 3.054
H 1.374 1.472 2.140
O -5.232 -2.716 2.565
N -5.326 -1.462 2.539
O -5.634 -0.832 1.486
C -5.038 -0.694 3.672
C -5.117 0.674 3.633
C -4.988 1.509 4.815
C -5.420 2.879 4.827
C -5.225 3.697 5.925
C -4.599 3.184 7.080
N -4.230 4.060 8.133
O -3.625 3.571 9.115
O -4.496 5.279 8.044
C -4.246 1.823 7.143
C -4.458 0.999 6.043
H -4.796 -1.251 4.580
H -5.419 1.168 2.706
H -5.946 3.268 3.951
H -5.539 4.735 5.939
H -3.812 1.435 8.062
H -4.229 -0.066 6.116
*
```



Molecular formula: C18H17ClN2O5S
Method: DFT, the ωB97M-V functional and the def2-TZVPD basis

Summary:
- ΔE to the lowest compared entry with this formula, charge and spin: 15.2 kcal per mole
- Lowest unoccupied orbital energy: 0.569 eV
- Kohn-Sham gap: 8.48 eV
- Total energy: -55517.326 eV

Structure (ORCA input):
```
! wB97M-V def2-TZVPD RIJCOSX def2/J DEFGRID3
* xyz 0 1
C -3.596 -1.755 -0.726
C -2.103 -1.667 -0.703
C -1.393 -1.008 -1.696
C -0.013 -0.936 -1.686
C 0.702 -1.538 -0.657
C 0.015 -2.202 0.354
C -1.365 -2.252 0.324
Cl -2.187 -3.063 1.608
H 0.554 -2.660 1.169
N 2.101 -1.527 -0.603
C 2.937 -0.622 -1.179
O 2.572 0.312 -1.867
C 4.382 -0.847 -0.848
H 5.025 -0.297 -1.533
H 4.653 -1.901 -0.844
S 4.816 -0.203 0.872
O 6.208 0.209 0.753
C 3.802 1.356 0.738
C 2.415 0.927 1.154
O 2.283 0.029 1.965
N 1.406 1.598 0.554
C 0.025 1.433 0.738
C -0.500 0.750 1.827
C -1.875 0.620 2.001
C -2.691 1.194 1.059
C -2.164 1.880 -0.036
C -0.814 2.019 -0.220
H -0.416 2.545 -1.071
O -3.185 2.340 -0.821
C -4.377 1.941 -0.178
O -4.061 1.208 0.985
H -4.971 1.312 -0.860
H -4.965 2.832 0.095
H -2.282 0.088 2.844
H 0.167 0.307 2.545
H 1.652 2.193 -0.226
H 4.228 2.034 1.477
H 3.869 1.795 -0.255
H 2.498 -2.142 0.095
H 0.510 -0.415 -2.470
H -1.935 -0.539 -2.504
H -3.913 -2.797 -0.719
H -3.994 -1.272 -1.614
H -4.018 -1.279 0.159
*
```